The following is a quantum chemistry calculation of a structure of composition C43H40BaF6GeN5O7S2Si in a non-equilibrium geometry, from the Open Molecules 2025 dataset.

The geometry in XYZ format:
```
106
Properties=species:S:1:pos:R:3:forces:R:3
Ba 1.127 0.615 0.543 -0.278 0.891 -5.649
C -1.149 3.136 -2.339 -0.071 0.069 0.050
C -2.223 3.109 -1.290 0.405 -0.243 -0.350
C -3.142 4.175 -1.207 -0.247 -0.121 0.343
C -4.172 4.073 -0.278 -0.029 0.263 -0.190
C -4.262 2.953 0.509 -0.030 -0.209 0.171
C -3.299 1.891 0.391 -0.001 0.396 -0.064
N -2.279 2.039 -0.526 0.015 -0.193 0.114
N -3.340 0.792 1.102 0.018 0.190 -0.224
Si -4.330 0.229 2.384 -0.447 -0.453 0.757
C -5.842 -0.675 1.697 0.184 0.192 -0.253
C -3.387 -1.004 3.435 0.035 0.132 -0.138
C -5.001 1.516 3.615 0.182 0.118 -0.276
H -1.541 2.726 -3.274 -0.022 -0.030 0.008
H -0.297 2.523 -2.050 0.047 -0.062 -0.051
H -0.797 4.150 -2.535 -0.026 0.012 0.013
H -3.036 5.036 -1.854 0.017 -0.033 0.036
H -4.902 4.870 -0.177 0.026 -0.038 -0.006
H -5.065 2.849 1.223 -0.009 -0.007 0.044
H -5.533 -1.379 0.922 0.001 -0.056 0.004
H -6.553 0.020 1.244 -0.036 0.019 -0.008
H -6.359 -1.234 2.480 0.054 0.032 0.055
H -3.294 -1.964 2.927 0.019 -0.005 -0.036
H -3.907 -1.164 4.384 -0.043 0.027 0.008
H -2.373 -0.665 3.648 0.028 0.016 0.009
H -5.730 2.199 3.175 -0.076 -0.006 0.004
H -4.194 2.126 4.026 0.044 -0.013 0.041
H -5.486 0.995 4.444 0.016 -0.031 -0.019
F -0.856 0.824 5.195 -0.036 -0.131 0.051
C -0.361 1.976 4.787 0.200 0.195 -0.126
F 0.539 2.404 5.674 0.011 0.007 0.028
F -1.350 2.870 4.736 -0.175 0.082 -0.030
S 0.421 1.851 3.100 0.460 -1.343 1.458
O -0.471 0.941 2.357 -0.069 1.142 1.893
O 0.475 3.206 2.632 0.536 -0.599 0.297
N 1.921 1.179 3.422 -1.563 -1.089 -0.976
S 1.946 -0.513 3.314 -0.815 0.182 -1.038
O 0.861 -1.078 4.058 -0.174 -0.236 0.275
O 2.132 -1.078 1.938 0.607 0.545 3.374
C 3.408 -1.130 4.300 0.185 0.565 -0.120
F 3.130 -2.398 4.570 -0.031 -0.117 -0.011
F 4.565 -1.071 3.684 0.031 0.037 -0.010
F 3.471 -0.452 5.446 0.042 0.056 0.077
C 1.340 0.147 -5.045 -0.192 -0.245 0.303
C 2.177 1.170 -5.490 -0.043 -0.068 -0.147
C 2.708 2.083 -4.594 0.231 0.284 0.321
C 2.397 1.988 -3.227 -0.155 -0.456 -1.111
C 1.580 0.956 -2.805 -1.022 -0.392 2.395
C 1.035 0.027 -3.684 0.821 0.731 -1.071
C 2.850 3.022 -2.273 -0.012 -0.005 -0.216
C 4.195 3.500 -2.315 -0.064 0.172 0.194
C 4.565 4.514 -1.489 -0.098 -0.085 -0.032
C 3.607 5.077 -0.607 0.098 0.078 -0.002
C 3.887 6.160 0.255 -0.061 -0.029 0.028
C 2.918 6.648 1.090 0.082 0.037 -0.007
C 1.636 6.062 1.107 -0.067 -0.058 -0.045
C 1.338 5.016 0.279 0.140 0.135 0.028
C 2.318 4.508 -0.606 -0.056 0.048 -0.017
N 1.960 3.496 -1.436 0.091 0.029 0.029
H 0.926 -0.562 -5.756 0.001 -0.008 -0.145
H 2.402 1.266 -6.546 0.013 -0.015 -0.042
H 3.335 2.895 -4.959 0.046 0.014 -0.102
H 0.392 -0.770 -3.330 -0.033 -0.064 0.007
H 4.899 3.024 -2.983 -0.012 0.002 -0.026
H 5.581 4.894 -1.483 0.021 0.010 0.008
H 4.882 6.590 0.247 0.010 0.016 0.011
H 3.135 7.482 1.747 0.018 -0.009 0.024
H 0.886 6.434 1.794 -0.012 0.007 0.021
H 0.367 4.539 0.292 -0.011 0.005 -0.015
O 3.093 2.198 0.912 1.365 -0.704 0.218
N 3.870 1.156 0.902 -1.017 0.776 -1.300
O 4.515 0.858 1.879 0.880 0.030 0.692
O 3.829 0.430 -0.128 0.207 0.363 0.634
C -1.142 -2.051 1.150 0.168 -0.310 -0.465
Ge 0.049 -2.173 -0.531 -0.112 -0.355 -0.163
C 1.275 -3.677 0.041 -0.162 0.022 0.288
C 0.825 -4.777 0.771 -0.124 -0.052 -0.048
C 1.699 -5.705 1.318 -0.002 -0.077 0.038
C 3.068 -5.553 1.147 0.058 -0.025 0.016
C 3.543 -4.477 0.411 0.025 -0.043 -0.004
C 2.652 -3.559 -0.131 0.129 0.151 -0.052
C -1.206 -3.282 -1.674 -0.254 -0.126 0.335
C -2.562 -3.128 -1.491 -0.039 0.082 0.034
C -3.514 -4.011 -2.041 -0.027 -0.022 -0.056
C -3.117 -5.081 -2.791 0.048 0.023 -0.007
C -1.741 -5.256 -3.079 -0.141 -0.014 -0.022
C -1.292 -6.325 -3.895 0.008 -0.030 -0.036
C 0.027 -6.455 -4.223 -0.029 -0.017 0.006
C 0.960 -5.500 -3.766 0.011 0.004 0.010
C 0.553 -4.476 -2.958 0.118 -0.006 0.051
C -0.799 -4.337 -2.553 0.106 0.127 -0.115
H -1.749 -2.960 1.224 -0.034 0.018 0.051
H -1.806 -1.189 1.077 -0.002 -0.036 -0.062
H -0.567 -1.955 2.072 0.113 -0.019 -0.034
H -0.243 -4.915 0.919 -0.001 0.028 0.028
H 1.313 -6.542 1.890 0.000 -0.013 0.006
H 3.759 -6.259 1.595 -0.001 -0.013 -0.021
H 4.610 -4.336 0.277 0.015 -0.004 -0.007
H 3.049 -2.708 -0.679 -0.028 0.018 0.033
H -2.928 -2.314 -0.872 0.035 -0.034 0.073
H -4.566 -3.850 -1.831 -0.026 -0.011 -0.019
H -3.834 -5.794 -3.184 -0.020 0.002 -0.012
H -2.026 -7.033 -4.265 0.005 -0.019 -0.007
H 0.359 -7.283 -4.839 -0.008 0.006 -0.030
H 2.000 -5.580 -4.054 0.008 0.007 -0.001
H 1.266 -3.737 -2.619 0.010 -0.014 0.024
```
Forces are in eV/Å.

Computed properties:
net charge	-2
<S²>	0.793
M	1154.967	u
energy above the lowest of the compared OMol25 structures with the same formula, charge and spin	95.8	kcal/mol
multiplicity	2
Kohn-Sham gap (alpha / beta)	5.23 / 2.48	eV
HOMO level (alpha / beta)	-1.34 / -0.71	eV
DFT total energy	-6250.44477	Eh

Atom charges from the Mulliken analysis, given in e for atoms 1 to 99: number 1, Ba, carries 2.85; number 2, C, carries -0.81; number 3, C, carries 0.48; number 4, C, carries -0.60; number 5, C, carries -0.73; number 6, C, carries -0.36; number 7, C, carries 0.25; number 8, N, carries 0.19; number 9, N, carries -0.04; number 10, Si, carries 0.25; number 11, C, carries -1.10; number 12, C, carries -0.57; number 13, C, carries -1.26; number 14, H, carries 0.45; number 15, H, carries -0.26; number 16, H, carries 0.35; number 17, H, carries 0.46; number 18, H, carries 0.39; number 19, H, carries 0.24; number 20, H, carries 0.26; number 21, H, carries 0.30; number 22, H, carries 0.32; number 23, H, carries 0.25; number 24, H, carries 0.41; number 25, H, carries -0.08; number 26, H, carries 0.38; number 27, H, carries 0.33; number 28, H, carries 0.39; number 29, F, carries -0.17; number 30, C, carries 0.37; number 31, F, carries -0.22; number 32, F, carries -0.22; number 33, S, carries 1.01; number 34, O, carries -1.02; number 35, O, carries -0.43; number 36, N, carries -0.33; number 37, S, carries 1.17; number 38, O, carries -0.64; number 39, O, carries -0.15; number 40, C, carries 0.29; number 41, F, carries -0.19; number 42, F, carries -0.16; number 43, F, carries -0.22; number 44, C, carries -0.51; number 45, C, carries -0.65; number 46, C, carries -0.64; number 47, C, carries -0.60; number 48, C, carries 0.99; number 49, C, carries -0.73; number 50, C, carries 0.88; number 51, C, carries -0.79; number 52, C, carries -1.18; number 53, C, carries 1.42; number 54, C, carries -0.79; number 55, C, carries -0.60; number 56, C, carries -0.60; number 57, C, carries -0.22; number 58, C, carries -0.36; number 59, N, carries 0.48; number 60, H, carries 0.38; number 61, H, carries 0.32; number 62, H, carries 0.37; number 63, H, carries 0.27; number 64, H, carries 0.51; number 65, H, carries 0.35; number 66, H, carries 0.35; number 67, H, carries 0.35; number 68, H, carries 0.39; number 69, H, carries 0.28; number 70, O, carries -0.40; number 71, N, carries 0.73; number 72, O, carries -0.72; number 73, O, carries -0.43; number 74, C, carries -1.26; number 75, Ge, carries -1.37; number 76, C, carries -0.01; number 77, C, carries -0.33; number 78, C, carries -0.64; number 79, C, carries -0.43; number 80, C, carries -0.53; number 81, C, carries -0.41; number 82, C, carries 0.20; number 83, C, carries -0.35; number 84, C, carries -0.79; number 85, C, carries -0.92; number 86, C, carries 1.02; number 87, C, carries -0.77; number 88, C, carries -0.46; number 89, C, carries -0.89; number 90, C, carries -0.58; number 91, C, carries 0.43; number 92, H, carries 0.53; number 93, H, carries 0.03; number 94, H, carries 0.61; number 95, H, carries 0.24; number 96, H, carries 0.35; number 97, H, carries 0.34; number 98, H, carries 0.39; number 99, H, carries 0.28